Entry 1:
A structure of composition C5H7NO in a non-equilibrium geometry, computed with ωB97M-V with the def2-TZVPD basis set.

Last column: Mulliken charge in e.
CARTESIAN COORDINATES (ANGSTROEM)
1 O 0.006 1.643 0.409  -0.74
2 C -0.306 0.425 0.131  0.78
3 C 1.192 -0.597 -0.487  -0.64
4 C 2.134 0.363 -0.125  0.38
5 N 2.418 1.432 0.281  -0.54
6 C -1.494 -0.145 -0.598  -0.64
7 C -1.211 -0.521 0.859  -0.65
8 H 1.316 1.852 0.501  0.41
9 H 1.261 -1.539 0.079  0.31
10 H 1.133 -0.762 -1.565  0.32
11 H -2.369 0.439 -0.825  0.29
12 H -1.322 -0.926 -1.328  0.22
13 H -0.878 -1.525 1.046  0.21
14 H -1.878 -0.141 1.621  0.28

Results
**E_HOMO**: -0.32885 Ha
**ΔE to the lowest compared entry with this formula, charge and spin**: 91.04 kcal per mole
**Frontier orbital gap**: 9.40 eV
**Maximum force**: 0.0371 Eh/bohr
**LUMO energy**: 0.450 eV

Entry 2:
The molecule C3H6N4 in a non-equilibrium geometry, computed with ωB97M-V with the def2-TZVPD basis set.

Last column: Mulliken charge in e.
CARTESIAN COORDINATES (ANGSTROEM)
1 H -3.135 -1.901 -0.371  0.22
2 N -2.722 -2.165 0.556  -0.59
3 C -1.665 -1.478 0.718  0.21
4 N -1.093 -0.563 -0.185  -0.15
5 C 0.070 0.038 0.053  0.12
6 N 0.761 0.690 -0.815  -0.54
7 C 1.882 1.373 -0.400  0.18
8 N 2.559 2.115 -1.213  -0.55
9 H 3.328 2.563 -0.721  0.28
10 H -1.097 -1.546 1.674  0.26
11 H -1.465 -0.430 -1.091  0.24
12 H 0.488 -0.121 1.048  0.14
13 H 2.090 1.426 0.745  0.15

Results
**E_HOMO**: -0.34534 Ha
**ΔE to the lowest compared entry with this formula, charge and spin**: 29.29 kcal per mole
**SMILES string**: [H]/N=C\N/C=N/C=N/[H]
**Frontier orbital gap**: 9.98 eV
**Maximum force**: 0.0555 Eh/bohr
**LUMO energy**: 0.578 eV

Entry 3:
A structure of composition C20H28IrNO2S in a non-equilibrium geometry, computed with ωB97M-V with the def2-TZVPD basis set.

Last column: Mulliken charge in e.
CARTESIAN COORDINATES (ANGSTROEM)
1 O 1.482 1.982 -0.286  -0.30
2 C 2.561 1.814 -1.282  0.17
3 C 3.018 3.244 -1.334  -1.04
4 H 2.145 1.544 -2.254  -0.28
5 H 3.288 1.066 -0.943  0.42
6 C 1.874 3.392 -0.300  1.47
7 H 2.818 3.703 -2.303  0.32
8 H 4.045 3.384 -0.988  0.33
9 C 0.728 4.223 -0.831  -1.74
10 H 0.326 3.780 -1.745  0.36
11 H 1.064 5.249 -1.027  0.40
12 H -0.079 4.243 -0.093  0.37
13 C 2.424 3.898 1.021  -1.75
14 H 3.223 3.239 1.381  0.40
15 H 1.618 3.975 1.755  0.37
16 H 2.843 4.901 0.866  0.39
17 Ir -1.614 -1.825 1.391  0.51
18 C -1.205 -3.149 3.031  -0.56
19 C -0.467 -3.764 1.978  -0.85
20 C 0.486 -2.831 1.482  -0.54
21 H -0.600 -4.769 1.582  0.55
22 C 0.354 -1.607 2.222  -0.28
23 C -0.665 -1.825 3.225  -0.54
24 H -0.963 -1.109 3.982  0.64
25 H -2.055 -3.564 3.558  0.41
26 H 1.193 -3.031 0.686  0.67
27 H 0.915 -0.691 2.102  0.50
28 C -4.027 -1.538 1.570  -0.22
29 C -3.101 -0.634 2.216  -0.82
30 C -2.377 0.084 1.149  -0.41
31 H -3.036 -0.396 3.272  0.61
32 C -2.924 -0.396 -0.098  -0.69
33 C -3.973 -1.307 0.172  -0.41
34 H -4.622 -1.727 -0.587  0.43
35 H -4.644 -2.273 2.080  0.41
36 H -1.678 0.910 1.315  0.65
37 H -2.600 -0.065 -1.081  0.60
38 O 0.145 0.780 -2.535  -0.50
39 C -0.047 -0.028 -1.330  0.53
40 C 1.283 -0.706 -1.026  1.25
41 H -0.765 -0.859 -1.540  0.02
42 H -0.444 0.531 -0.466  -0.42
43 C 1.886 -0.881 -2.433  -0.82
44 H 1.167 -1.668 -0.535  -0.96
45 H 1.862 -0.016 -0.401  0.26
46 C 0.929 -0.124 -3.373  -0.65
47 H 1.870 -1.950 -2.681  0.41
48 H 2.904 -0.489 -2.503  0.20
49 H 0.282 -0.892 -3.830  0.33
50 H 1.406 0.513 -4.139  0.37
51 S -1.871 -3.039 -0.636  -0.40
52 C -2.866 -4.228 0.015  0.45
53 N -3.516 -5.074 0.527  -0.61

Results
**E_HOMO (spin up / spin down)**: -0.20779 / -0.30033 Ha
**ΔE to the lowest compared entry with this formula, charge and spin**: 10.52 kcal per mole
**Frontier orbital gap (spin up / spin down)**: 5.99 / 5.74 eV
**2S+1**: 5
**Maximum force**: 0.0822 Eh/bohr
**LUMO energy (spin up / spin down)**: 0.341 / -2.428 eV